Below is a structure of composition C32H47GeKN3O2Sb, with properties calculated with wB97M-V/def2-TZVPD.

## Properties
Energy above the lowest of the compared OMol25 structures with the same formula, charge and spin ... 10.20 kcal/mol
LUMO level ... 3.939 eV
Gap between HOMO and LUMO ... 4.543 eV
HOMO level ... -0.6 eV

Geometry as ORCA input:
```
! wB97M-V def2-TZVPD RIJCOSX def2/J DEFGRID3
* xyz -2 1
Sb -0.923 -0.753 -3.123
Ge -2.453 1.017 4.928
K -0.570 0.185 0.462
O -1.586 2.494 -1.010
O 1.515 -0.508 -0.673
N 1.312 4.592 0.812
N -0.012 -2.725 1.623
N 1.849 1.421 1.341
C -0.259 -4.827 2.718
C 0.828 -5.376 2.051
C 0.668 3.876 -0.021
C -1.350 3.676 -1.405
C 1.933 3.939 1.971
C 2.769 -0.703 -0.554
C 1.449 2.512 2.263
C -2.424 -1.095 -5.936
C -2.712 2.908 4.325
C 4.819 -1.880 -1.243
C -0.477 -2.879 -3.692
C 3.070 1.121 1.186
C 1.465 -4.566 1.130
C 1.011 -3.275 0.951
C -1.639 -3.731 -3.196
C 3.634 0.042 0.346
C 1.345 -6.739 2.359
C 4.990 -0.240 0.468
C -1.666 -0.289 3.802
C -4.333 0.555 5.194
C 5.603 -1.205 -0.296
C -0.654 -3.509 2.490
C 1.109 -0.530 -5.497
C -0.156 4.421 -1.077
C -1.867 1.297 6.777
C -0.923 6.360 -2.357
C -2.504 -0.388 -4.595
C 3.444 -1.674 -1.366
C -2.157 5.705 -2.598
C -2.344 4.391 -2.175
C 0.698 0.182 -4.222
C 0.029 5.712 -1.585
H 0.364 2.536 2.288
H -0.783 7.368 -2.648
H 5.303 -2.626 -1.863
H -3.382 -0.768 -4.075
H 5.535 0.394 1.151
H -1.827 0.314 7.254
H 1.527 0.264 -3.553
H 0.343 1.207 -4.434
H -2.900 6.215 -3.212
H -0.851 1.639 6.784
H 0.572 2.760 0.033
H -0.663 -0.111 3.494
H 1.699 0.127 -6.189
H 1.732 2.239 3.268
H -3.365 -1.247 -6.452
H -4.865 0.642 4.218
H 2.403 -6.784 2.182
H 1.658 4.568 2.807
H -2.647 0.641 -4.742
H 0.267 -0.884 -6.103
H -3.234 3.837 -2.438
H 2.328 -4.885 0.571
H 1.502 -2.588 0.271
H -0.816 -5.469 3.367
H -1.799 -0.456 -6.611
H -0.342 -2.892 -4.776
H -2.478 1.988 7.323
H -3.463 2.937 3.546
H -1.603 -4.779 -3.508
H -4.795 1.207 5.904
H -1.660 -3.704 -2.133
H 2.849 -2.204 -2.102
H -3.128 3.555 5.111
H 0.828 -7.477 1.752
H -1.504 -3.125 3.067
H -1.834 3.473 3.994
H -2.295 -0.528 2.910
H 1.100 -6.994 3.409
H 0.954 6.218 -1.293
H 3.860 1.785 1.616
H -4.441 -0.472 5.492
H 3.017 4.025 1.928
H -1.944 -2.115 -5.913
H 6.670 -1.425 -0.191
H 1.727 -1.413 -5.342
H -2.645 -3.364 -3.500
H 0.502 -3.142 -3.238
*
```

---

Below is a structure of composition C32H47HfN7O5Si3, with properties calculated with wB97M-V/def2-TZVPD.

## Properties
LUMO level ... -5.853 eV
Gap between HOMO and LUMO ... 8.236 eV
HOMO level ... -14.1 eV

Geometry as ORCA input:
```
! wB97M-V def2-TZVPD RIJCOSX def2/J DEFGRID3
* xyz 2 1
Hf 0.089 -0.015 0.109
Si -2.142 1.058 -2.173
Si 0.829 0.564 -3.305
Si -0.895 -1.839 -2.162
O -1.519 -1.037 0.812
O 0.060 -2.290 -0.788
O -4.718 1.903 4.632
O -3.175 -1.468 2.221
O -4.680 -0.232 4.007
N 1.553 2.154 0.911
N 0.615 1.010 4.314
N 0.661 -0.148 2.417
N 2.562 -0.312 0.010
N 4.628 0.493 -0.241
N -2.826 2.677 2.918
N -1.456 1.629 1.550
C -0.507 0.032 -2.009
C 5.814 -1.662 -0.797
C -3.533 0.779 -0.881
C -2.353 -0.708 1.731
C 0.156 0.691 -5.086
C 3.430 -1.370 -0.276
C -4.282 1.007 3.958
C -2.931 0.834 -3.891
C 3.337 0.761 0.027
C -0.522 -0.700 5.773
C 3.211 -2.738 -0.411
C 5.568 -3.012 -0.937
C 4.289 -3.536 -0.739
C -0.255 -2.833 -3.656
C -0.427 -2.239 3.376
C -1.027 -1.981 5.719
C -1.625 2.876 -1.852
C -1.813 2.811 2.042
C 0.068 -0.937 3.403
C 1.558 2.298 -2.894
C 0.029 -0.203 4.605
C 2.870 2.154 0.266
C -3.172 1.361 3.000
C -0.974 -2.736 4.542
C -1.294 4.161 1.700
C -2.684 -2.426 -1.847
C 2.392 -0.534 -3.419
C -0.107 -3.622 -0.307
C -2.313 0.714 2.142
C 1.644 2.161 2.380
C 4.736 -0.863 -0.451
C 0.970 0.988 3.015
H -3.570 -0.218 -0.462
H -1.376 -3.736 4.552
H 1.077 3.009 0.632
H 6.374 -3.675 -1.204
H -2.470 1.483 -4.627
H 0.458 -3.747 0.617
H -2.090 4.721 1.205
H 4.143 -4.599 -0.848
H -1.159 -3.817 -0.105
H -4.231 -0.851 3.366
H -1.474 -2.413 6.599
H -0.176 -2.231 -4.552
H -0.406 -2.831 2.474
H -0.936 -3.646 -3.888
H -0.163 1.701 -5.319
H 5.384 1.157 -0.288
H -3.412 -1.838 -2.394
H 6.799 -1.252 -0.945
H 1.197 3.072 2.795
H -2.950 -2.383 -0.795
H 1.343 2.990 -3.699
H -0.444 4.123 1.026
H 2.172 -1.543 -3.739
H -2.839 -0.188 -4.248
H 0.250 -4.339 -1.050
H -0.990 2.949 -0.968
H -3.325 3.393 3.433
H -1.024 4.720 2.597
H 2.639 2.237 -2.837
H -0.682 0.035 -5.279
H 2.695 2.150 2.699
H 3.625 2.695 0.855
H -2.503 3.487 -1.681
H 3.047 -0.095 -4.167
H 1.173 2.738 -1.980
H 0.933 0.433 -5.799
H -3.475 1.487 -0.063
H 2.238 -3.163 -0.271
H -4.500 0.946 -1.346
H 0.719 -3.274 -3.472
H -0.549 -0.110 6.673
H -2.809 -3.458 -2.167
H 2.796 2.668 -0.696
H -3.989 1.078 -3.878
H 0.793 1.748 4.976
H 2.954 -0.601 -2.498
H -1.102 3.314 -2.690
*
```

---

Below is a cluster of 2 separate species, C32H48B2F3N2O9 in total, with properties calculated with wB97M-V/def2-TZVPD.

## Properties
Energy above the lowest of the compared OMol25 structures with the same formula, charge and spin ... 14.37 kcal/mol
LUMO level ... 1.227 eV
Gap between HOMO and LUMO ... 7.868 eV
HOMO level ... -6.6 eV

Geometry as ORCA input:
```
! wB97M-V def2-TZVPD RIJCOSX def2/J DEFGRID3
* xyz -1 1
F 7.432 2.368 -2.126
F 9.228 1.178 -1.357
F -1.778 2.572 3.329
O 8.046 0.371 -3.246
O -4.108 0.489 -3.371
O 5.917 -1.632 -1.391
O -0.172 2.658 -3.053
O 7.055 0.271 -1.093
O -1.107 -1.253 -2.713
O -6.738 1.367 -2.844
O 7.141 -1.515 -4.056
O -5.653 3.342 -2.817
N -1.834 1.024 -3.496
N -0.636 -0.656 -5.042
C 4.450 0.169 2.019
C 6.661 -0.775 -1.791
C -1.047 1.919 -2.687
C -2.253 -1.736 2.255
C -1.575 1.670 -1.285
C 3.838 1.854 0.173
C 1.474 -2.414 0.498
C -3.618 0.481 2.286
C -6.079 2.390 -2.212
C -0.029 0.903 2.925
C -2.301 -2.840 1.163
C -3.079 0.798 -2.812
C -4.809 -0.076 -0.363
C -1.062 -2.669 0.254
C -3.478 0.624 -0.214
C 3.380 1.129 1.468
C -1.059 1.980 -0.081
C 1.685 -0.751 -1.465
C -2.785 0.994 -1.329
C -5.883 2.269 -0.693
C -0.519 0.293 4.248
C 7.296 -0.713 -3.174
C -0.951 2.028 2.359
C 0.217 -3.193 0.917
C 3.087 -0.134 -1.283
C -1.690 1.622 1.092
C -3.602 -1.053 2.552
C -2.892 0.928 1.023
C 1.622 -2.228 -1.032
C 3.833 -0.633 3.186
C -6.038 0.849 -0.125
C 3.038 1.402 -1.062
B 7.967 1.094 -1.943
B -1.195 -0.304 -3.737
H -0.112 2.511 -0.019
H 3.613 -0.285 -2.229
H 3.610 0.055 4.009
H 5.261 0.800 2.393
H 0.364 -4.230 0.599
H -4.390 -1.605 2.040
H 4.509 -1.418 3.530
H 3.451 1.930 -1.925
H 3.679 -0.650 -0.528
H -0.264 2.825 2.060
H 2.455 0.588 1.234
H -0.191 -0.750 4.273
H -3.274 0.983 3.185
H -0.018 0.762 5.096
H 4.915 1.737 0.029
H -4.967 2.769 -0.383
H -3.228 -2.828 0.583
H -7.589 1.213 -2.418
H -4.895 -0.488 -1.370
H 4.816 -0.529 1.264
H 2.335 -3.014 0.814
H -4.670 0.759 2.162
H 2.883 -1.069 2.865
H 0.124 -1.314 -4.872
H 1.998 1.723 -0.926
H 3.640 2.926 0.300
H 0.920 -0.163 -0.939
H 2.564 -2.687 -1.351
H -1.928 -1.750 -2.626
H 0.955 1.345 3.091
H -1.256 -3.182 -0.693
H -6.242 0.912 0.946
H 1.448 -0.711 -2.536
H 0.101 0.178 2.119
H 3.190 1.864 2.259
H -1.596 0.334 4.388
H -2.170 -3.816 1.642
H 0.821 -2.717 -1.593
H -1.893 -2.196 3.179
H -3.803 -1.176 3.622
H -6.924 0.407 -0.585
H -0.939 -1.609 -0.003
H -1.318 -1.219 -5.548
H 0.158 -3.155 2.011
H -4.921 -0.924 0.312
H -1.486 -1.026 1.958
H 1.572 -1.448 1.003
H -6.703 2.872 -0.276
*
```

---

Below is a structure of composition C32H48BrCeGeO3, with properties calculated with wB97M-V/def2-TZVPD.

## Properties
LUMO level (spin up / spin down) ... -4.293 / -4.245 eV
Gap between HOMO and LUMO (spin up / spin down) ... 6.216 / 6.264 eV
HOMO level (spin up / spin down) ... -10.5 / -10.5 eV

Geometry as ORCA input:
```
! wB97M-V def2-TZVPD RIJCOSX def2/J DEFGRID3
* xyz 1 1
Ce 0.245 -0.606 0.481
Br 2.605 -0.631 2.408
Ge 0.049 2.771 -0.332
O 0.517 0.915 -1.288
O -1.585 2.975 -1.004
O -0.470 1.387 1.409
C -0.807 -4.409 1.076
C -2.409 -0.986 1.049
C -1.710 -2.017 1.767
C -2.754 -0.351 -1.439
C -3.409 -0.068 1.662
C 5.055 -3.971 2.317
C -3.474 4.442 -1.347
C -2.237 -1.252 -0.371
C 1.898 -3.151 -1.479
C -1.098 5.249 -1.855
C -1.295 -3.018 0.772
C -0.469 2.302 2.546
C 3.616 -4.712 -0.997
C 3.118 -2.844 0.571
C -2.155 3.428 -3.293
C -1.594 -2.504 -0.530
C 0.842 3.159 2.682
C -1.901 -2.349 3.208
C -2.074 4.045 -1.891
C 4.331 -2.818 2.710
C 1.699 1.067 -2.152
C -1.703 3.176 2.498
C 2.075 -2.410 -0.305
C 1.656 0.054 -3.243
C 3.905 -4.032 0.189
C 4.828 -4.610 1.115
C -0.562 1.480 3.838
C 3.392 -2.284 1.820
C 2.635 -4.279 -1.840
C 3.008 0.912 -1.318
C 1.706 2.476 -2.826
C -1.611 -3.414 -1.687
H 2.626 0.036 -3.774
H -4.305 -0.658 1.957
H -3.758 0.709 0.977
H -1.805 3.658 3.480
H 0.843 0.201 -3.981
H -3.975 3.563 -0.947
H -0.948 5.578 -0.821
H -2.654 2.660 2.359
H 5.857 -4.315 2.934
H -1.495 0.877 3.879
H 3.068 1.599 -0.444
H 1.580 3.267 -2.042
H -1.683 -2.791 -2.617
H -1.542 -5.159 0.770
H -1.519 6.123 -2.437
H 1.703 2.624 2.223
H 0.131 -4.682 0.539
H 0.832 2.569 -3.503
H 1.104 -2.849 -2.165
H -2.677 2.471 -3.208
H -0.785 -4.130 -1.752
H -2.321 0.687 -1.315
H -2.027 -1.468 3.828
H 3.910 1.172 -2.007
H 2.650 2.671 -3.407
H -0.044 5.021 -2.206
H -1.666 3.998 1.762
H -0.508 2.167 4.690
H -4.069 4.939 -2.151
H -3.305 5.174 -0.590
H 5.321 -5.549 0.832
H -1.084 -3.017 3.624
H -1.137 3.193 -3.630
H 0.729 4.105 2.125
H 1.503 -0.904 -2.780
H -2.558 -4.030 -1.752
H 4.567 -2.325 3.675
H -2.880 -2.864 3.446
H -0.642 -4.652 2.133
H 2.333 -4.843 -2.752
H 1.068 3.321 3.715
H -2.663 4.052 -4.020
H 3.214 -0.126 -0.988
H 4.295 -5.552 -1.188
H 0.288 0.779 3.905
H -3.098 0.459 2.541
H -2.482 -0.671 -2.456
H -3.850 -0.210 -1.378
*
```

---

Below is a cluster of 7 separate species, C32H48ClNO20P in total, with properties calculated with wB97M-V/def2-TZVPD.

## Properties
LUMO level ... -4.912 eV
Gap between HOMO and LUMO ... 6.718 eV
HOMO level ... -11.6 eV

Geometry as ORCA input:
```
! wB97M-V def2-TZVPD RIJCOSX def2/J DEFGRID3
* xyz 1 1
Cl -7.325 -3.538 2.106
P -6.687 -3.663 0.097
O 2.841 -5.273 2.361
O 0.321 -3.491 -0.289
O -1.740 4.402 -0.481
O -4.205 -0.011 4.706
O -4.399 9.197 0.319
O -0.497 5.759 -1.804
O -2.323 0.894 3.828
O 0.840 8.320 -4.924
O 0.780 10.122 -6.298
O -2.533 10.444 0.165
O 7.549 -6.037 -2.132
O -4.367 1.669 3.219
O 7.890 -8.111 -2.979
O -4.351 11.268 1.240
O 0.497 4.418 -0.271
O 2.827 -3.199 3.285
O 4.681 -3.991 2.243
O 1.057 8.038 -7.145
O 7.619 -7.845 -0.763
O -6.928 -2.092 -0.610
N -2.606 -4.295 1.694
C -0.554 -1.322 0.794
C 3.718 -5.884 1.422
C 8.269 -9.334 -2.361
C 7.672 -7.219 -1.975
C -5.667 1.112 3.368
C -1.805 -4.396 0.505
C -1.267 9.205 -1.483
C -3.929 -4.105 -1.069
C -0.572 4.936 -0.935
C -0.024 3.721 0.854
C -2.205 9.136 -0.297
C -5.569 0.403 4.687
C 3.397 -4.074 2.688
C -6.492 -0.792 4.799
C 8.311 -10.010 0.067
C -4.052 -4.099 1.590
C 1.500 6.145 -4.099
C 0.673 -2.320 0.500
C 6.006 -5.202 0.619
C -1.392 3.322 0.383
C -3.553 8.570 -0.635
C 7.592 -9.247 -1.024
C 0.880 8.940 -6.139
C -4.802 -3.969 0.228
C -3.813 10.387 0.635
C -0.187 -4.567 0.565
C -3.518 0.857 3.911
C 0.775 6.919 -5.179
C 5.047 -5.292 1.787
C -2.401 -4.315 -0.953
C -2.399 3.185 1.505
C 1.422 6.811 -6.529
H 3.704 -6.971 1.527
H 6.545 -9.564 -1.083
H -2.576 4.147 1.993
H 6.968 -4.803 0.951
H -4.602 -4.048 2.602
H 1.424 -1.713 -0.140
H 5.511 -5.830 2.620
H -0.290 9.585 -1.171
H 9.362 -9.366 -2.295
H 7.753 -9.946 1.005
H -5.731 1.089 5.525
H 0.158 -4.476 1.651
H -7.128 -1.526 0.186
H -2.065 2.464 2.252
H 2.515 6.754 -6.486
H 1.253 -2.606 1.467
H 8.428 -11.064 -0.196
H 1.046 5.962 -7.103
H -6.408 -1.243 5.791
H -0.132 -0.386 1.318
H 0.962 6.227 -3.150
H -4.360 -4.027 -2.135
H 5.631 -4.517 -0.146
H 0.142 -5.593 0.185
H -7.533 -0.506 4.634
H 9.298 -9.581 0.262
H -5.857 0.441 2.524
H -1.642 9.897 -2.242
H 0.599 2.858 1.099
H 6.174 -6.181 0.167
H -1.323 -1.808 1.511
H -6.426 1.897 3.374
H -3.900 8.838 -1.638
H -0.039 4.402 1.710
H -1.684 -4.401 -1.851
H -3.363 2.854 1.109
H -1.148 -1.023 -0.140
H 1.588 5.087 -4.359
H -2.140 -4.356 2.620
H 3.386 -5.621 0.412
H -1.735 8.589 0.528
H -6.218 -1.568 4.079
H -3.586 7.484 -0.528
H -1.359 2.403 -0.214
H 7.924 -10.188 -2.946
H -1.128 8.221 -1.936
H -0.280 6.625 -5.214
H 2.501 6.552 -3.928
*
```